1.
C19H24N2O4 | ωB97M-V/def2-TZVPD

Each line ends with the Löwdin charge.
Positions of all 49 atoms, in Å:
C1 6.7990 1.4046 -0.1094  -0.12
H1 7.5503 2.1891 -0.1690  0.07
H2 7.0500 0.7605 0.7300  0.07
H3 6.8418 0.8223 -1.0269  0.08
C2 5.4210 2.0274 0.0726  -0.21
C3 4.2700 1.0566 0.1182  -0.23
C4 4.4328 -0.3216 0.1221  -0.02
C5 3.3397 -1.1687 0.1767  0.01
C6 2.0590 -0.6411 0.2186  -0.18
C7 1.8752 0.7353 0.2099  0.00
C8 2.9750 1.5672 0.1654  -0.03
H4 2.8288 2.6380 0.1620  0.12
H5 0.8795 1.1484 0.2440  0.11
N1 0.9329 -1.5057 0.2696  0.11
C9 -0.1254 -1.3206 1.1419  -0.37
O1 -0.1950 -0.4568 1.9765  0.13
C10 -1.2004 -2.3526 0.7990  -0.21
N2 -2.3795 -1.7254 0.2179  -0.11
C11 -3.2741 -1.1468 1.2076  -0.17
C12 -4.6040 -0.7863 0.5513  -0.12
H6 -5.2621 -0.3401 1.2969  0.12
C13 -4.3800 0.2000 -0.5968  -0.21
C14 -3.9951 1.5606 -0.0355  -0.48
O2 -4.4248 2.0143 0.9923  0.12
O3 -3.1540 2.2300 -0.8331  -0.05
C15 -2.7674 3.5220 -0.3846  -0.04
H7 -2.1090 3.9249 -1.1499  0.09
H8 -2.2466 3.4499 0.5725  0.10
H9 -3.6456 4.1580 -0.2576  0.10
C16 -3.3491 -0.3788 -1.5638  -0.12
C17 -2.0722 -0.7472 -0.8150  -0.16
H10 -1.3525 -1.1764 -1.5162  0.13
H11 -1.6314 0.1690 -0.3882  0.13
H12 -3.1163 0.3360 -2.3525  0.12
H13 -3.7642 -1.2803 -2.0171  0.12
H14 -5.3278 0.3612 -1.1253  0.16
H15 -5.0681 -1.6925 0.1608  0.12
H16 -3.4484 -1.8885 1.9906  0.13
H17 -2.8383 -0.2504 1.6752  0.13
C18 -0.5091 -3.2962 -0.1828  -0.01
C19 0.7812 -2.6037 -0.5645  -0.41
O4 1.5538 -2.9258 -1.4256  0.12
H18 -1.1168 -3.4958 -1.0644  0.13
H19 -0.2639 -4.2557 0.2745  0.13
H20 -1.5196 -2.8658 1.7100  0.16
H21 3.4820 -2.2378 0.1784  0.12
H22 5.4187 -0.7558 0.0868  0.10
H23 5.4117 2.6082 1.0004  0.12
H24 5.2382 2.7326 -0.7437  0.12

Summary:
Relative energy (zero: lowest compared OMol25 entry of this formula, charge and spin) in eV: 0.305
Electronic energy in eV: -31264.2839
SMILES string: CCc1ccc(N2C(=O)C[C@H](N3CCC(C(=O)OC)CC3)C2=O)cc1
Strongest force on any atom in Eh/bohr: 0.0099
Total charge: 0
Orbital gap in eV: 9.45

=====

2.
C19H24N2O4 | ωB97M-V/def2-TZVPD

Each line ends with the Löwdin charge.
Positions of all 49 atoms, in Å:
C1 5.8340 0.0792 -0.2614  -0.08
H1 6.4716 -0.6014 -0.8345  0.10
O1 4.5083 -0.3842 -0.1968  -0.11
C2 4.2597 -1.5906 0.4125  -0.19
C3 5.2554 -2.3927 0.9524  0.02
C4 4.9777 -3.6247 1.5323  -0.28
C5 3.6634 -4.0588 1.5698  -0.05
C6 2.6563 -3.2659 1.0539  0.01
C7 2.9266 -2.0321 0.4775  -0.19
O2 1.8330 -1.3739 -0.0276  -0.02
C8 1.8370 0.0316 -0.1022  -0.11
C9 0.4251 0.4784 -0.2661  -0.21
C10 -0.7324 -0.2017 -0.5012  0.08
C11 -1.7177 0.8198 -0.5741  -0.17
N1 -1.1656 1.9937 -0.3844  0.11
O3 0.1596 1.7949 -0.1930  0.04
C12 -3.1675 0.5440 -0.7541  -0.40
O4 -3.6017 -0.5531 -0.4365  0.07
N2 -3.9554 1.4973 -1.2922  -0.05
C13 -3.5589 2.8381 -1.6466  -0.17
H2 -4.1392 3.1317 -2.5279  0.12
C14 -3.7942 3.8437 -0.5171  -0.18
H3 -3.5659 4.8392 -0.9024  0.11
H4 -3.0904 3.6262 0.2871  0.10
C15 -5.2198 3.8236 0.0353  -0.20
C16 -5.5411 2.5341 0.7979  -0.20
C17 -6.1175 1.4085 -0.0643  -0.17
H5 -7.1647 1.6147 -0.2939  0.11
C18 -5.3704 1.2007 -1.3902  -0.15
H6 -5.4760 0.1571 -1.6986  0.12
H7 -5.7902 1.8399 -2.1691  0.12
H8 -6.0757 0.4848 0.5139  0.11
H9 -6.2650 2.7487 1.5871  0.11
H10 -4.6298 2.1810 1.2847  0.11
H11 -5.9392 3.9694 -0.7731  0.11
H12 -5.3229 4.6697 0.7183  0.11
H13 -2.5003 2.8469 -1.9065  0.10
H14 -0.8801 -1.2537 -0.6061  0.12
H15 2.4310 0.3847 -0.9572  0.14
H16 2.2570 0.4806 0.8079  0.15
H17 1.6273 -3.5866 1.0826  0.12
H18 3.4196 -5.0138 2.0095  0.11
C19 6.0951 -4.4632 2.0761  -0.05
H19 5.7100 -5.2412 2.7297  0.07
H20 6.8022 -3.8528 2.6343  0.08
H21 6.6373 -4.9413 1.2599  0.08
H22 6.2834 -2.0676 0.9165  0.11
H23 6.2598 0.2269 0.7363  0.10
H24 5.7811 1.0385 -0.7745  0.10

Summary:
Relative energy (zero: lowest compared OMol25 entry of this formula, charge and spin) in eV: 3.547
Electronic energy in eV: -31261.0421
SMILES string: COc1cc(C)ccc1OCc1cc(C(=O)N2CCCCCC2)no1
Strongest force on any atom in Eh/bohr: 0.0217
Total charge: 0
Orbital gap in eV: 8.99

=====

3.
C19H24N5O2RuS2 | ωB97M-V/def2-TZVPD

Each line ends with the Löwdin spin population.
Positions of all 53 atoms, in Å:
Ru1 -1.0013 0.1821 -0.2605  2.53
C1 2.8888 -3.0939 2.9092  0.03
S1 1.0962 -3.1095 3.3056  0.17
C2 0.5335 -1.9337 2.1746  0.57
S2 1.7132 -1.9986 -0.0119  0.12
N1 -0.1539 -0.9356 2.4975  0.17
N2 -0.6576 0.0184 1.7781  0.19
C3 -1.3685 0.9861 2.3817  0.30
C4 -1.6808 2.1455 1.6601  0.07
C5 -2.3650 3.2431 2.2345  0.07
C6 -2.5532 4.3857 1.5062  0.03
C7 -2.0394 4.4543 0.2045  0.11
C8 -1.4089 3.3409 -0.3128  0.02
N3 -1.2442 2.2178 0.3657  0.15
H1 3.3802 -3.5533 3.7592  0.00
H2 3.2226 -2.0695 2.7909  0.00
H3 3.0837 -3.6715 2.0124  0.00
H4 -1.6084 0.8971 3.4345  0.02
H5 -2.7304 3.1466 3.2433  0.00
H6 -3.0636 5.2359 1.9315  0.00
H7 -2.1449 5.3410 -0.3987  0.01
H8 -0.9899 3.3667 -1.3112  0.00
C9 3.2959 -2.1459 -1.0357  0.06
N4 0.7012 -1.1666 -0.9189  0.08
C10 1.2513 -3.7921 -0.1788  0.01
C11 0.5092 -1.5318 -2.3129  0.01
C12 -0.2167 -0.4251 -3.0310  0.02
C13 -0.1092 -0.2789 -4.4051  -0.01
C14 -0.8232 0.7131 -5.0544  0.03
C15 -1.6601 1.5462 -4.3275  0.00
C16 -1.7701 1.3902 -2.9549  0.02
C17 -1.0263 0.4268 -2.2746  -0.02
H9 3.1343 -2.5758 -2.0146  0.01
H10 3.9840 -2.7586 -0.4694  0.00
H11 3.6884 -1.1399 -1.1185  0.00
H12 1.9778 -4.3277 -0.7749  0.00
H13 0.2731 -3.8428 -0.6401  0.00
H14 1.1829 -4.2185 0.8134  0.00
H15 -0.0976 -2.4520 -2.3975  0.00
H16 1.4645 -1.7280 -2.8138  0.00
H17 0.5263 -0.9531 -4.9618  0.00
H18 -0.7382 0.8249 -6.1261  0.00
H19 -2.2319 2.3182 -4.8270  0.00
H20 -2.4769 2.0041 -2.4120  0.00
N5 -2.1853 -2.0058 0.0331  0.07
C18 -3.3440 -1.9375 -0.8501  0.00
C19 -4.0490 -0.5323 -0.6750  0.01
O1 -5.2101 -0.4366 -1.0175  0.01
O2 -3.3219 0.3543 -0.1534  0.12
H21 -1.6935 -2.8899 -0.0645  0.00
H22 -2.5068 -1.9343 0.9991  0.00
H23 -4.0925 -2.7145 -0.6515  0.00
H24 -3.0127 -2.0100 -1.8890  0.00

Summary:
Relative energy (zero: lowest compared OMol25 entry of this formula, charge and spin) in eV: 3.901
<S²>: 8.81
Spin multiplicity: 6
Electronic energy in eV: -55884.1508
Strongest force on any atom in Eh/bohr: 0.0434
Total charge: 0
Orbital gap (spin up / spin down) in eV: 6.14 / 7.34

=====

Please write out number 2 again, unchanged.
C19H24N2O4 | ωB97M-V/def2-TZVPD

Each line ends with the Löwdin charge.
Positions of all 49 atoms, in Å:
C1 5.8340 0.0792 -0.2614  -0.08
H1 6.4716 -0.6014 -0.8345  0.10
O1 4.5083 -0.3842 -0.1968  -0.11
C2 4.2597 -1.5906 0.4125  -0.19
C3 5.2554 -2.3927 0.9524  0.02
C4 4.9777 -3.6247 1.5323  -0.28
C5 3.6634 -4.0588 1.5698  -0.05
C6 2.6563 -3.2659 1.0539  0.01
C7 2.9266 -2.0321 0.4775  -0.19
O2 1.8330 -1.3739 -0.0276  -0.02
C8 1.8370 0.0316 -0.1022  -0.11
C9 0.4251 0.4784 -0.2661  -0.21
C10 -0.7324 -0.2017 -0.5012  0.08
C11 -1.7177 0.8198 -0.5741  -0.17
N1 -1.1656 1.9937 -0.3844  0.11
O3 0.1596 1.7949 -0.1930  0.04
C12 -3.1675 0.5440 -0.7541  -0.40
O4 -3.6017 -0.5531 -0.4365  0.07
N2 -3.9554 1.4973 -1.2922  -0.05
C13 -3.5589 2.8381 -1.6466  -0.17
H2 -4.1392 3.1317 -2.5279  0.12
C14 -3.7942 3.8437 -0.5171  -0.18
H3 -3.5659 4.8392 -0.9024  0.11
H4 -3.0904 3.6262 0.2871  0.10
C15 -5.2198 3.8236 0.0353  -0.20
C16 -5.5411 2.5341 0.7979  -0.20
C17 -6.1175 1.4085 -0.0643  -0.17
H5 -7.1647 1.6147 -0.2939  0.11
C18 -5.3704 1.2007 -1.3902  -0.15
H6 -5.4760 0.1571 -1.6986  0.12
H7 -5.7902 1.8399 -2.1691  0.12
H8 -6.0757 0.4848 0.5139  0.11
H9 -6.2650 2.7487 1.5871  0.11
H10 -4.6298 2.1810 1.2847  0.11
H11 -5.9392 3.9694 -0.7731  0.11
H12 -5.3229 4.6697 0.7183  0.11
H13 -2.5003 2.8469 -1.9065  0.10
H14 -0.8801 -1.2537 -0.6061  0.12
H15 2.4310 0.3847 -0.9572  0.14
H16 2.2570 0.4806 0.8079  0.15
H17 1.6273 -3.5866 1.0826  0.12
H18 3.4196 -5.0138 2.0095  0.11
C19 6.0951 -4.4632 2.0761  -0.05
H19 5.7100 -5.2412 2.7297  0.07
H20 6.8022 -3.8528 2.6343  0.08
H21 6.6373 -4.9413 1.2599  0.08
H22 6.2834 -2.0676 0.9165  0.11
H23 6.2598 0.2269 0.7363  0.10
H24 5.7811 1.0385 -0.7745  0.10

Summary:
Relative energy (zero: lowest compared OMol25 entry of this formula, charge and spin) in eV: 3.547
Electronic energy in eV: -31261.0421
SMILES string: COc1cc(C)ccc1OCc1cc(C(=O)N2CCCCCC2)no1
Strongest force on any atom in Eh/bohr: 0.0217
Total charge: 0
Orbital gap in eV: 8.99

=====

Q: Which value of total charge does entry 2 give?
A: 0